Density functional theory data (ωB97M-V/def2-TZVPD) for a structure of composition C39H60AsF6GeN4P3Rb.

```
! wB97M-V def2-TZVPD RIJCOSX def2/J DEFGRID3
* xyz 1 1
Rb -0.6555 -2.9910 3.1843
C 4.9234 -0.3747 1.5518
C 3.4895 -0.7947 1.2114
C 2.9924 -1.8538 2.1861
P 2.3575 0.6473 1.0539
C 3.2257 1.7632 -0.1190
N 2.1350 2.1158 -0.9994
Ge 0.6082 1.0831 -0.6911
N -0.8319 1.9539 0.0757
C -1.5493 1.6590 1.3060
P -2.0934 -0.1004 1.4714
C -3.2452 0.0891 2.9221
C -2.4194 0.3735 4.1832
C -4.3910 1.0951 2.8073
C -3.1938 -0.3162 -0.0251
C -4.2770 -1.3616 0.2605
C -3.8159 0.9328 -0.6520
C -1.0625 3.1967 -0.5264
C -1.6606 4.2912 0.0956
C -1.8543 5.4716 -0.6089
C -1.4377 5.5984 -1.9250
C -0.8202 4.5226 -2.5475
C -0.6571 3.3402 -1.8553
N -0.0059 2.1648 -2.4189
C 1.2253 2.4894 -3.1343
C 1.3096 2.7673 -4.4818
C 2.5407 3.1169 -5.0248
C 3.6613 3.1782 -4.2102
C 3.5821 2.8693 -2.8583
C 2.3550 2.5101 -2.3124
C -0.8525 1.2163 -3.1229
C -1.7316 1.5958 -4.1166
C -2.3357 0.6276 -4.9059
C -1.9991 -0.7016 -4.7049
C -1.1476 -1.0815 -3.6758
C -0.6082 -0.1296 -2.8128
N 0.1808 -0.4202 -1.6887
C 0.8147 -1.7250 -1.5706
P 0.2479 -3.0359 -0.3230
C -1.5352 -3.5642 -0.5186
C -2.3514 -3.5206 -1.8102
C -1.6592 -4.9753 0.0852
C 1.2500 -4.4427 -1.0264
C 0.9030 -4.9273 -2.4344
C 2.7455 -4.1205 -0.9222
C 1.9773 1.5161 2.6263
C 3.1062 1.5318 3.6545
C 1.5142 2.9449 2.3029
H 5.5784 -1.2329 1.3954
H 5.0091 -0.0824 2.5978
H 5.2959 0.4401 0.9318
H 3.4810 -1.2020 0.1902
H 2.9889 -1.4867 3.2068
H 3.6583 -2.7191 2.1496
H 1.9936 -2.1801 1.9194
H 4.0179 1.2073 -0.6322
H 3.6785 2.6267 0.3764
H -2.4531 2.2665 1.2999
H -0.9861 1.9273 2.2074
H -3.6915 -0.9078 3.0227
H -2.0890 1.4143 4.2003
H -1.5287 -0.2490 4.2673
H -3.0226 0.2128 5.0773
H -4.0263 2.1152 2.6782
H -4.9741 1.0847 3.7304
H -5.0713 0.8691 1.9888
H -2.5020 -0.7332 -0.7664
H -5.0736 -0.9427 0.8743
H -3.8954 -2.2443 0.7798
H -4.7279 -1.6967 -0.6751
H -4.4805 1.4593 0.0353
H -4.4125 0.6387 -1.5193
H -3.0596 1.6332 -1.0035
H -1.9609 4.2431 1.1327
H -2.3223 6.3091 -0.1087
H -1.5749 6.5272 -2.4600
H -0.4539 4.6137 -3.5620
H 0.4320 2.7071 -5.1118
H 2.6172 3.3435 -6.0788
H 4.6161 3.4627 -4.6318
H 4.4649 2.9136 -2.2344
H -1.9266 2.6472 -4.2872
H -3.0246 0.9134 -5.6881
H -2.4131 -1.4657 -5.3501
H -0.9171 -2.1278 -3.5493
H 1.8523 -1.5730 -1.2481
H 0.8901 -2.1668 -2.5642
H -2.0281 -2.8688 0.1681
H -1.9063 -4.1046 -2.6159
H -2.5063 -2.5049 -2.1630
H -3.3386 -3.9430 -1.6107
H -1.2451 -5.7219 -0.5932
H -2.7135 -5.2193 0.2260
H -1.1656 -5.1137 1.0532
H 1.0519 -5.2614 -0.3282
H 1.0338 -4.1462 -3.1860
H -0.1167 -5.2996 -2.5079
H 1.5694 -5.7464 -2.7130
H 3.0471 -3.3772 -1.6631
H 3.3332 -5.0184 -1.1178
H 3.0161 -3.7516 0.0711
H 1.1388 0.9444 3.0381
H 4.0082 1.9995 3.2562
H 3.3447 0.5359 4.0226
H 2.7813 2.1229 4.5124
H 2.3613 3.5808 2.0443
H 1.0486 3.3731 3.1912
H 0.8001 2.9956 1.4803
F 0.7697 -1.0279 4.1619
As 1.1031 -1.7420 5.7657
F 0.7252 -0.2277 6.4711
F -0.5910 -2.2038 5.7901
F 1.3883 -2.5006 7.2589
F 1.3885 -3.2450 4.8931
F 2.7614 -1.3189 5.5490
*
```

Computed properties:
energy above the lowest of the compared OMol25 structures with the same formula, charge and spin = 0.092 eV
DFT total energy = -209560.181 eV

Results of the Löwdin charge analysis, in e, for atoms 1 through 8:
1. Rb 0.83
2. C -0.08
3. C -0.51
4. C -0.12
5. P 1.11
6. C -0.33
7. N -0.16
8. Ge 0.89

***

Density functional theory data (ωB97M-V/def2-TZVPD) for a structure of composition C7H11N.

```
! wB97M-V def2-TZVPD RIJCOSX def2/J DEFGRID3
* xyz 0 1
C 2.1987 -0.6377 0.0482
C 0.7081 0.7239 0.1785
C -1.1042 1.1569 0.2495
C -1.3431 -0.3941 0.9804
C -1.0499 -0.8331 -0.3742
C -1.5707 0.4316 -0.9037
C 0.6151 -0.5466 -0.6567
H 2.2544 -0.8119 1.1596
H 2.9253 -1.1326 -0.5166
H 2.6386 1.5007 0.3477
H 0.6611 0.0365 1.0290
H -1.5693 2.0118 0.8090
H -2.4505 -0.7584 1.2854
H -0.3856 -0.9244 1.7765
H -1.4105 -1.7789 -0.8924
H -1.1954 1.0339 -1.7723
H -2.7459 0.2504 -0.8480
H 0.7730 -0.2132 -1.7243
N 2.0508 0.8854 -0.1757
*
```

Computed properties:
energy above the lowest of the compared OMol25 structures with the same formula, charge and spin = 9.076 eV
DFT total energy = -8918.652 eV

Results of the Löwdin charge analysis, in e, for atoms 1 through 8:
1. C -0.04
2. C -0.31
3. C -0.07
4. C -0.13
5. C -0.34
6. C -0.27
7. C -0.11
8. H 0.11

***

Density functional theory data (ωB97M-V/def2-TZVPD) for a structure of composition C20H33F5N6O3S5SbTi.

```
! wB97M-V def2-TZVPD RIJCOSX def2/J DEFGRID3
* xyz -2 2
Ti 0.9753 -0.5060 0.3068
N 2.1786 3.5128 0.0611
C 2.1402 2.1553 0.0814
O 1.0305 1.6000 0.0894
C 3.3734 1.3429 0.2707
C 2.9570 0.0880 1.0563
H 1.3086 3.9619 -0.2018
H 3.0245 3.9521 -0.2632
H 4.1508 1.9803 0.7167
H 3.7289 1.0126 -0.7149
H 2.8853 0.3279 2.1261
H 3.6924 -0.6971 0.9114
S 3.2522 -1.6097 -1.8819
Sb 1.7477 -3.4656 -2.1371
S 0.2869 -2.9549 -0.0064
S 1.6369 -2.6146 1.5145
S 2.8909 -5.3756 -1.5783
C 0.2112 2.5754 5.1614
C 0.4498 2.9433 3.7129
N 0.5734 1.7294 2.9310
C -0.2536 0.6419 3.1056
N -0.3783 -0.2159 2.1462
C -1.4073 -1.2353 2.3553
C -1.3290 -1.7869 3.7631
C -1.6297 -0.6443 4.7065
N -0.8359 0.5214 4.3495
C -1.0032 1.6693 5.2198
H 0.0420 3.4713 5.7621
H 1.0814 2.0446 5.5551
H 1.3733 3.5141 3.5959
H -0.3756 3.5723 3.3570
H 0.7253 1.8795 1.9456
H -1.2817 -2.0214 1.6177
H -2.3862 -0.7669 2.1841
H -0.3173 -2.1678 3.9175
H -2.0349 -2.6054 3.9162
H -1.3921 -0.9020 5.7452
H -2.6971 -0.3873 4.6652
H -1.1466 1.2866 6.2337
H -1.9094 2.2323 4.9561
N -3.8862 -0.4049 -0.9228
N -2.7788 -1.2753 -1.2333
H -3.5203 0.4622 -0.5286
H -4.3830 -0.8555 -0.1637
H -1.9894 -1.0521 -0.6293
H -2.4605 -1.0382 -2.1648
C 2.3923 0.1597 -5.1554
C 1.2461 -0.3029 -4.2711
S 1.4013 0.4617 -2.6521
O 0.4534 -0.3496 -1.7539
C 0.3339 1.9256 -3.0184
C -1.1626 1.6875 -2.9757
H 2.2968 -0.2722 -6.1529
H 3.3340 -0.1737 -4.7162
H 2.4162 1.2478 -5.2622
H 1.3083 -1.3727 -4.0777
H 0.2617 -0.0648 -4.6752
H 0.6776 2.2880 -3.9936
H 0.6036 2.6746 -2.2730
H -1.4927 0.9751 -3.7351
H -1.6891 2.6304 -3.1405
H -1.4548 1.3147 -1.9959
F -2.9899 6.3973 3.1851
C -2.7763 5.2525 2.4911
C -3.3631 4.0575 2.8800
F -4.1659 4.0519 3.9661
C -3.1311 2.8892 2.1901
F -3.7397 1.7639 2.6289
C -2.3038 2.7981 1.0216
O -2.1076 1.7356 0.3882
C -1.7262 4.0625 0.6829
F -0.9101 4.1346 -0.4041
C -1.9491 5.2294 1.3817
F -1.3533 6.3743 0.9828
*
```

Computed properties:
expectation value of S² = 0.758
energy above the lowest of the compared OMol25 structures with the same formula, charge and spin = 1.786 eV
DFT total energy = -133779.038 eV

Results of the Löwdin charge analysis, in e, for atoms 1 through 8:
1. Ti 0.50
2. N 0.20
3. C -0.52
4. O -0.12
5. C -0.22
6. C -0.33
7. H 0.09
8. H 0.11

***

Kohn-Sham gap values (in eV) by entry order: 8.424; 9.696; 4.732.